(1)
{"formula": "C34H30N8O2S4Y", "method": "the ωB97M-V functional and the def2-TZVPD basis", "elements": ["Y", "C", "N", "C", "C", "C", "C", "C", "C", "N", "C", "C", "C", "C", "C", "C", "N", "C", "C", "C", "C", "C", "N", "H", "H", "H", "H", "H", "H", "H", "H", "H", "H", "H", "H", "H", "H", "H", "H", "H", "H", "S", "C", "N", "C", "C", "C", "C", "C", "C", "S", "H", "H", "H", "H", "N", "C", "C", "C", "C", "C", "C", "S", "O", "O", "N", "C", "S", "C", "C", "N", "H", "H", "H", "H", "H", "H", "H", "H"], "xyz": [[0.11, 0.59, 0.20], [-0.97, -0.16, 3.30], [-0.60, -0.92, 2.08], [0.63, -1.71, 2.29], [1.82, -0.82, 2.56], [2.96, -1.33, 3.17], [3.99, -0.45, 3.48], [3.84, 0.90, 3.16], [2.70, 1.30, 2.50], [1.71, 0.46, 2.19], [-1.69, -1.83, 1.68], [-1.64, -2.23, 0.22], [-2.19, -3.42, -0.20], [-2.23, -3.70, -1.56], [-1.73, -2.77, -2.45], [-1.19, -1.60, -1.94], [-1.13, -1.34, -0.64], [-1.44, 1.25, 3.03], [-2.42, 1.84, 3.82], [-2.81, 3.14, 3.56], [-2.21, 3.83, 2.52], [-1.23, 3.18, 1.79], [-0.86, 1.93, 2.03], [-1.72, -0.70, 3.87], [-0.09, -0.09, 3.94], [0.51, -2.40, 3.14], [0.80, -2.32, 1.39], [3.02, -2.38, 3.43], [4.88, -0.80, 3.96], [4.62, 1.62, 3.39], [2.58, 2.32, 2.16], [-1.71, -2.72, 2.31], [-2.64, -1.30, 1.84], [-2.58, -4.13, 0.52], [-2.65, -4.63, -1.91], [-1.74, -2.93, -3.52], [-0.77, -0.84, -2.59], [-2.88, 1.27, 4.61], [-3.59, 3.60, 4.15], [-2.49, 4.85, 2.27], [-0.74, 3.68, 0.96], [-0.86, 2.04, -1.85], [-2.44, 1.65, -1.25], [-2.64, 1.08, -0.09], [-4.00, 0.93, 0.16], [-4.58, 0.43, 1.32], [-5.96, 0.36, 1.42], [-6.77, 0.78, 0.36], [-6.22, 1.29, -0.79], [-4.83, 1.37, -0.88], [-3.87, 2.01, -2.17], [-3.97, 0.14, 2.17], [-6.41, -0.03, 2.32], [-7.85, 0.71, 0.45], [-6.85, 1.64, -1.60], [4.47, 1.91, -6.45], [4.11, 1.61, -5.17], [5.09, 1.33, -4.21], [4.73, 1.05, -2.90], [3.38, 1.06, -2.54], [2.40, 1.34, -3.50], [2.76, 1.61, -4.79], [2.90, 0.73, -0.92], [4.07, 0.49, -0.13], [2.01, 1.84, -0.49], [1.85, -0.48, -0.91], [2.31, -1.79, -1.07], [3.83, -2.23, -1.78], [3.40, -3.88, -1.62], [2.19, -3.99, -1.02], [1.57, -2.80, -0.71], [5.42, 1.81, -6.75], [3.77, 2.01, -7.16], [6.13, 1.33, -4.49], [5.48, 0.84, -2.16], [1.36, 1.34, -3.22], [2.00, 1.83, -5.53], [4.06, -4.67, -1.95], [1.70, -4.92, -0.79]], "charge": 1, "relative_energy_ev": 0.259, "orbital_gap_ev": 8.0, "multiplicity": 1}

---

(2)
{"formula": "C34H31AsFeN7O6PS", "method": "the ωB97M-V functional and the def2-TZVPD basis", "elements": ["Fe", "O", "As", "O", "O", "C", "C", "C", "C", "C", "C", "S", "O", "O", "O", "H", "H", "H", "H", "H", "N", "P", "C", "C", "C", "C", "C", "C", "C", "C", "C", "C", "C", "C", "C", "C", "C", "C", "C", "N", "H", "H", "H", "H", "H", "H", "H", "H", "H", "H", "H", "H", "H", "H", "H", "C", "C", "N", "C", "C", "N", "C", "N", "N", "N", "C", "C", "C", "C", "C", "C", "H", "H", "H", "H", "H", "H", "H", "H", "H", "H", "H"], "xyz": [[0.19, 0.20, 1.56], [-3.04, -0.46, 2.82], [-1.71, -0.40, 4.00], [-2.17, -1.29, 5.26], [-0.34, -0.78, 3.16], [-1.81, 1.49, 4.67], [-2.39, 1.63, 5.91], [-2.79, 2.81, 6.47], [-2.47, 3.98, 5.77], [-1.84, 3.91, 4.53], [-1.46, 2.67, 4.01], [-0.51, 2.63, 2.53], [-1.24, 1.81, 1.53], [-0.35, 4.00, 2.17], [0.70, 1.93, 2.87], [-3.81, -0.88, 3.23], [-2.62, 0.66, 6.48], [-3.23, 2.88, 7.45], [-2.86, 4.93, 6.13], [-1.45, 4.76, 4.04], [3.09, 1.40, 0.44], [1.70, 1.15, -0.58], [2.29, 0.33, -2.09], [3.49, 0.65, -2.73], [3.82, 0.05, -3.91], [2.97, -0.91, -4.49], [1.87, -1.35, -3.76], [1.57, -0.75, -2.57], [1.46, 2.81, -1.14], [1.52, 3.83, -0.21], [1.07, 5.12, -0.47], [0.41, 5.33, -1.65], [0.31, 4.29, -2.61], [0.82, 3.06, -2.33], [3.44, 0.60, 1.54], [4.74, 0.62, 2.07], [5.07, -0.16, 3.14], [4.06, -0.96, 3.74], [2.76, -0.79, 3.25], [2.47, -0.10, 2.12], [3.79, 2.05, 0.15], [4.19, 1.36, -2.33], [4.71, 0.40, -4.39], [3.25, -1.36, -5.46], [1.26, -2.19, -4.13], [0.71, -1.21, -1.92], [1.82, 3.75, 0.82], [1.11, 5.83, 0.31], [-0.03, 6.32, -1.86], [-0.29, 4.54, -3.50], [0.58, 2.22, -3.02], [5.46, 1.25, 1.62], [6.01, -0.12, 3.59], [4.24, -1.51, 4.65], [1.96, -1.27, 3.69], [-1.01, -3.22, 0.87], [-1.53, -2.04, 0.09], [-1.10, -0.82, 0.20], [-1.87, -0.01, -0.60], [-2.83, -0.80, -1.22], [-2.55, -2.09, -0.75], [-3.27, -3.32, -1.15], [-2.50, -4.06, -2.08], [-2.36, -5.41, -1.87], [-1.77, -5.90, -2.88], [-1.56, -4.90, -3.84], [-1.14, -5.01, -5.13], [-1.24, -3.88, -5.95], [-1.76, -2.68, -5.35], [-2.15, -2.57, -4.02], [-2.09, -3.76, -3.31], [-0.13, -3.02, 1.43], [-0.80, -4.07, 0.20], [-1.73, -3.54, 1.56], [-1.87, 1.03, -0.61], [-3.59, -0.63, -1.94], [-4.18, -3.05, -1.66], [-3.54, -3.89, -0.30], [-0.64, -5.88, -5.51], [-0.92, -3.84, -7.01], [-1.84, -1.76, -6.00], [-2.61, -1.65, -3.74]], "relative_energy_ev": 1.224, "orbital_gap_ev": [8.4, 8.2], "multiplicity": 5}

---

(3)
{"formula": "C34H31BaN7O4S2Se", "method": "the ωB97M-V functional and the def2-TZVPD basis", "elements": ["Ba", "C", "C", "N", "C", "C", "N", "C", "O", "O", "C", "O", "O", "H", "H", "H", "H", "H", "C", "C", "C", "C", "C", "C", "C", "C", "C", "C", "N", "C", "C", "C", "C", "C", "N", "H", "H", "H", "H", "H", "H", "H", "H", "H", "H", "H", "H", "H", "H", "H", "H", "H", "S", "C", "C", "C", "C", "C", "C", "S", "H", "H", "H", "H", "N", "C", "H", "Se", "N", "C", "C", "C", "C", "C", "C", "N", "H", "H", "H", "H"], "xyz": [[0.70, -1.31, 0.21], [-3.34, 0.30, 0.82], [-2.15, 0.75, 1.60], [-0.90, 0.37, 1.42], [-0.16, 1.10, 2.35], [-0.99, 1.89, 3.09], [-2.23, 1.66, 2.60], [-0.83, 2.89, 4.19], [0.37, 3.10, 4.57], [-1.86, 3.46, 4.56], [1.33, 0.95, 2.40], [1.96, 1.63, 3.30], [1.88, 0.20, 1.58], [-3.00, -0.12, -0.12], [-4.01, 1.14, 0.61], [-3.91, -0.45, 1.37], [-3.04, 2.15, 2.95], [1.32, 2.25, 3.90], [-4.48, 1.72, -3.60], [-3.70, 1.88, -2.29], [-2.40, 2.65, -2.45], [-2.49, 4.03, -2.69], [-1.36, 4.81, -2.85], [-0.11, 4.21, -2.76], [0.02, 2.85, -2.50], [1.40, 2.25, -2.37], [2.00, 2.55, -1.00], [-1.13, 2.06, -2.34], [-0.96, 0.68, -2.05], [-1.44, -0.17, -2.89], [-1.46, -1.60, -2.74], [-1.94, -2.50, -3.70], [-1.70, -3.78, -3.19], [-1.09, -3.57, -1.94], [-0.96, -2.27, -1.64], [-5.43, 1.21, -3.44], [-3.90, 1.13, -4.32], [-4.68, 2.69, -4.06], [-3.51, 0.90, -1.87], [-4.33, 2.41, -1.57], [-3.48, 4.48, -2.75], [-1.45, 5.88, -3.03], [0.79, 4.81, -2.89], [2.04, 2.66, -3.15], [1.37, 1.18, -2.53], [2.17, 3.62, -0.86], [2.93, 2.01, -0.85], [1.30, 2.23, -0.22], [-1.86, 0.19, -3.84], [-2.37, -2.24, -4.65], [-1.90, -4.73, -3.66], [-0.71, -4.34, -1.27], [3.43, -2.85, 0.88], [4.86, -1.96, 0.35], [6.02, -2.03, 1.17], [7.22, -1.41, 0.88], [7.34, -0.66, -0.28], [6.24, -0.57, -1.12], [5.00, -1.18, -0.84], [3.73, -0.85, -2.06], [5.92, -2.61, 2.09], [8.06, -1.50, 1.57], [8.27, -0.16, -0.54], [6.32, 0.00, -2.04], [2.40, -3.23, -2.63], [2.30, -2.24, -1.82], [3.25, -3.22, -3.20], [-2.16, -3.18, 1.01], [-0.65, -2.72, 1.81], [-0.86, -2.77, 3.11], [0.14, -2.45, 4.09], [-0.21, -2.53, 5.39], [-1.54, -2.93, 5.80], [-2.50, -3.25, 4.91], [-2.19, -3.17, 3.50], [-3.04, -3.44, 2.53], [1.13, -2.15, 3.77], [0.52, -2.28, 6.15], [-1.77, -2.98, 6.86], [-3.50, -3.54, 5.22]], "charge": -2, "relative_energy_ev": 3.904, "orbital_gap_ev": 3.8, "multiplicity": 1}